# C24H36BN11OPRu

A structure of composition C24H36BN11OPRu (ωB97M-V/def2-TZVPD, the OMol25 dataset).

Properties
Total charge ... +2
2S+1 ... 2
Energy ... -2074.50303 Eh
ΔE to the lowest compared entry with this formula, charge and spin ... 0.00 kJ/mol

Last column: Mulliken spin population.
Cartesian coordinates (Å):
Ru -0.462 -0.718 -0.200  0.912
C -0.952 -1.770 3.838  0.006
C -0.625 -2.112 2.535  0.013
N -0.944 -1.107 1.715  0.003
N -1.472 -0.109 2.465  0.004
C -1.491 -0.496 3.744  0.018
B -2.058 1.163 1.765  -0.009
N -2.957 0.642 0.621  0.011
C -4.231 0.913 0.310  0.008
C -4.594 0.142 -0.779  0.003
C -3.458 -0.600 -1.078  0.018
N -2.480 -0.297 -0.225  -0.002
N -0.887 1.915 1.072  0.014
C -0.427 3.170 1.128  0.001
C 0.639 3.288 0.250  0.001
C 0.771 2.026 -0.320  0.004
N -0.155 1.212 0.187  -0.059
H -0.841 -2.373 4.722  0.001
H -0.189 -3.018 2.145  -0.002
H -1.912 0.147 4.499  0.000
H -2.651 1.853 2.529  0.000
H -4.795 1.619 0.896  0.000
H -5.552 0.105 -1.266  0.001
H -3.305 -1.335 -1.850  -0.002
H -0.885 3.891 1.785  0.000
H 1.236 4.160 0.054  0.000
H 1.480 1.668 -1.048  -0.006
N 0.544 -2.620 -1.383  0.007
C 1.555 -3.225 -0.575  0.001
C 2.023 -4.499 -0.704  0.004
C 3.074 -4.951 0.125  -0.003
C 3.643 -4.123 1.046  0.007
C 3.156 -2.804 1.219  -0.003
C 3.657 -1.922 2.200  0.016
C 3.078 -0.694 2.359  -0.007
C 1.990 -0.344 1.551  0.021
N 1.507 -1.123 0.596  -0.024
C 2.094 -2.354 0.411  0.013
H 0.993 -1.909 -1.958  -0.006
H 0.109 -3.239 -2.058  0.000
H 1.604 -5.160 -1.452  0.000
H 3.438 -5.963 0.006  0.000
H 4.460 -4.465 1.668  0.000
H 4.478 -2.236 2.832  0.000
H 3.421 0.004 3.109  0.000
H 1.491 0.601 1.706  0.003
C 0.838 -0.758 -5.785  0.001
N 0.756 -0.342 -4.387  0.003
C 2.025 0.140 -3.849  0.002
P -0.648 0.094 -3.645  0.011
O -0.569 -0.275 -2.180  0.012
N -0.873 1.704 -3.753  0.003
C -1.674 2.444 -2.781  -0.001
C -0.333 2.520 -4.837  0.000
N -1.877 -0.711 -4.368  0.000
C -2.670 -0.131 -5.452  0.000
C -2.031 -2.152 -4.228  0.000
H 1.495 -1.624 -5.877  0.000
H 1.244 0.042 -6.410  0.000
H -0.143 -1.030 -6.166  0.000
H 2.786 -0.637 -3.945  0.001
H 1.919 0.403 -2.797  0.000
H 2.378 1.027 -4.385  0.000
H -1.982 1.796 -1.962  0.000
H -2.565 2.863 -3.253  0.000
H -1.078 3.263 -2.371  0.000
H 0.147 1.902 -5.593  0.000
H 0.397 3.234 -4.451  0.000
H -1.138 3.076 -5.323  0.000
H -2.496 0.940 -5.524  0.000
H -3.731 -0.293 -5.258  0.000
H -2.422 -0.591 -6.412  0.000
H -1.670 -2.488 -3.257  0.000
H -1.511 -2.705 -5.017  0.000
H -3.091 -2.406 -4.292  0.000


# C24H36BiN2Si

A structure of composition C24H36BiN2Si at a distorted geometry (ωB97M-V/def2-TZVPD, the OMol25 dataset).

Properties
Total charge ... +1
Energy ... -1549.35953 Eh

Last column: Mulliken charge in e.
Cartesian coordinates (Å):
C -0.277 2.649 0.623  -0.768
C -1.248 2.583 -0.403  -0.124
C -2.428 2.000 0.128  -1.039
H -1.127 2.958 -1.424  0.663
C -2.180 1.720 1.546  -0.378
C -0.819 2.127 1.811  -0.694
H -0.358 2.135 2.799  0.559
H 0.722 3.075 0.513  0.447
H -3.414 1.973 -0.342  0.534
H -2.962 1.569 2.297  0.657
Bi -1.822 -0.601 0.565  0.925
C -0.422 -0.347 -2.085  -0.890
H -1.040 0.439 -1.637  -0.143
H 0.417 -0.618 -1.437  0.027
H -1.008 -1.222 -2.389  0.598
Si 0.529 0.544 -3.737  0.489
C 1.686 -0.761 -4.385  0.670
C 2.860 -0.276 -4.985  -0.517
H 2.967 0.796 -5.157  0.239
C 3.887 -1.152 -5.335  -0.607
H 4.789 -0.759 -5.802  0.374
C 3.744 -2.524 -5.106  -0.485
H 4.558 -3.203 -5.362  0.383
C 2.545 -3.022 -4.573  -0.616
H 2.406 -4.098 -4.445  0.387
C 1.517 -2.144 -4.196  -0.217
H 0.586 -2.535 -3.770  0.335
C -0.848 1.113 -4.860  0.742
C -0.437 1.770 -6.037  -0.700
H 0.628 1.852 -6.262  0.216
C -1.377 2.359 -6.883  -0.583
H -1.038 2.820 -7.814  0.366
C -2.736 2.361 -6.532  -0.491
H -3.453 2.875 -7.171  0.372
C -3.146 1.734 -5.351  -0.542
H -4.201 1.732 -5.070  0.359
C -2.210 1.114 -4.512  -0.099
H -2.545 0.637 -3.587  0.231
H -0.043 -0.446 0.484  0.136
H 1.348 1.749 -3.862  -0.225
C 2.155 -2.996 -0.119  -0.721
N 1.492 -3.313 1.133  0.414
C 2.210 -4.318 1.905  -1.112
C 0.063 -3.539 1.035  -0.408
C -0.658 -3.233 2.354  -0.728
N -0.795 -1.748 2.575  0.302
C -1.770 -1.523 3.685  -1.184
C 0.508 -1.144 2.978  -0.696
H 3.210 -2.785 0.096  0.356
H 1.714 -2.104 -0.579  -0.007
H 2.109 -3.818 -0.853  0.358
H 1.766 -4.424 2.901  0.297
H 2.215 -5.309 1.416  0.366
H 3.252 -3.992 2.017  0.309
H -0.346 -2.945 0.199  -0.045
H -0.138 -4.598 0.775  0.403
H -1.672 -3.667 2.321  0.436
H -0.133 -3.674 3.221  0.300
H -1.326 -1.863 4.639  0.408
H -2.010 -0.453 3.774  0.369
H -2.694 -2.089 3.496  0.358
H 0.632 -1.197 4.072  0.393
H 1.333 -1.673 2.491  0.201
H 0.533 -0.090 2.684  0.039


# C24H36Cl5MoP2Sb2

A structure of composition C24H36Cl5MoP2Sb2 (ωB97M-V/def2-TZVPD, the OMol25 dataset).

Properties
Total charge ... +3
2S+1 ... 3
Energy ... -4467.48543 Eh
ΔE to the lowest compared entry with this formula, charge and spin ... 0.00 kJ/mol

Last column: Mulliken spin population.
Cartesian coordinates (Å):
Mo 0.870 0.021 0.330  2.129
C -2.653 0.068 2.298  0.024
Sb -1.419 -1.301 1.266  -0.076
C -1.184 -2.843 2.696  0.008
C -2.747 -2.120 -0.200  0.005
C -3.759 -1.080 -0.600  0.008
C -4.975 -1.032 0.076  -0.002
C -5.922 -0.061 -0.216  -0.001
C -5.665 0.880 -1.202  0.001
C -4.468 0.828 -1.899  0.001
C -3.507 -0.140 -1.610  -0.003
C -2.271 -0.179 -2.459  -0.004
Sb -0.630 1.036 -1.803  -0.088
C -1.563 2.907 -1.555  -0.008
C 0.442 1.285 -3.622  0.011
H -3.519 -0.486 2.656  0.000
H -2.984 0.859 1.628  0.001
H -2.105 0.488 3.140  -0.002
H -2.183 -3.056 3.074  -0.002
H -0.541 -2.519 3.512  0.000
H -0.769 -3.733 2.229  0.000
H -3.223 -2.978 0.274  -0.001
H -2.161 -2.498 -1.038  0.001
H -5.198 -1.778 0.830  0.000
H -6.864 -0.054 0.316  0.000
H -6.403 1.631 -1.448  0.000
H -4.300 1.528 -2.710  0.000
H -2.463 0.273 -3.435  -0.001
H -1.881 -1.179 -2.645  -0.001
H -2.026 3.149 -2.511  -0.002
H -0.835 3.673 -1.301  0.001
H -2.335 2.834 -0.791  0.001
H 0.152 2.251 -4.033  0.000
H 0.122 0.498 -4.303  0.000
H 1.523 1.255 -3.510  -0.002
C 3.047 2.712 -1.209  0.021
P 3.087 1.084 -0.419  -0.041
C 4.264 1.288 0.944  0.017
C 3.900 -0.086 -1.571  0.002
C 3.717 -1.528 -1.096  0.011
P 1.952 -1.924 -0.862  -0.072
C 1.808 -3.587 -0.174  0.004
C 1.247 -2.055 -2.526  0.011
H 4.044 2.958 -1.579  -0.002
H 2.762 3.459 -0.467  0.003
H 2.345 2.753 -2.039  0.001
H 5.190 1.707 0.544  0.000
H 4.489 0.337 1.425  0.000
H 3.860 1.974 1.689  -0.002
H 4.961 0.162 -1.646  -0.003
H 3.478 0.060 -2.569  -0.004
H 4.228 -1.704 -0.146  0.000
H 4.130 -2.241 -1.815  -0.003
H 2.502 -4.242 -0.707  -0.003
H 0.795 -3.957 -0.338  0.002
H 2.032 -3.623 0.888  0.002
H 1.754 -2.871 -3.047  -0.001
H 1.395 -1.142 -3.100  -0.003
H 0.185 -2.292 -2.474  -0.001
Cl 2.522 -1.509 2.462  -0.003
C 1.956 0.011 3.115  0.099
C 1.216 0.734 2.213  -0.142
C 0.700 1.945 2.601  0.078
Cl -0.214 2.713 1.333  -0.001
C 0.901 2.469 3.868  -0.033
Cl 0.235 3.975 4.283  -0.007
C 1.668 1.708 4.776  0.089
Cl 1.948 2.306 6.334  0.027
C 2.206 0.458 4.401  -0.034
Cl 3.134 -0.480 5.470  -0.007


Q: What is the energy in the first record?
A: -2074.50303 Eh


Q: Number 2 is which compound?
A: C24H36BiN2Si